{
  "formula": "C30H42N5O3PS2Tc",
  "method": "ωB97M-V with the def2-TZVPD basis set",
  "e_above_lowest_ev": 0.2030,
  "energy_ev": -78526.89770,
  "s_squared": 0.76,
  "spin_multiplicity": 2,
  "e_homo_ev": [-12.3, -12.3],
  "max_force_ev_per_a": 1.17,
  "charge": 2,
  "symbols": ["Tc", "N", "C", "C", "C", "C", "C", "C", "S", "N", "C", "C", "C", "C", "C", "C", "N", "H", "H", "H", "H", "H", "H", "H", "H", "H", "C", "C", "C", "C", "P", "N", "C", "C", "C", "C", "C", "C", "C", "C", "H", "H", "H", "H", "H", "H", "H", "H", "H", "H", "H", "H", "H", "H", "H", "H", "H", "H", "H", "H", "H", "H", "H", "H", "H", "H", "H", "N", "C", "C", "C", "C", "C", "C", "S", "O", "O", "O", "H", "H", "H", "H", "H", "H"],
  "xyz": [[-0.343, 0.089, -0.002], [0.220, -2.689, -2.974], [-0.784, -3.710, -2.864], [-0.503, -4.984, -3.315], [-1.452, -5.985, -3.147], [-2.652, -5.708, -2.513], [-2.931, -4.419, -2.068], [-1.997, -3.417, -2.262], [-2.370, -1.741, -1.841], [-0.769, -1.165, -1.518], [0.271, -1.630, -2.193], [1.550, -0.872, -1.994], [2.715, -1.075, -2.682], [3.812, -0.245, -2.409], [3.692, 0.749, -1.463], [2.482, 0.892, -0.790], [1.440, 0.096, -1.050], [1.054, -2.949, -3.480], [0.443, -5.200, -3.799], [-1.247, -6.980, -3.517], [-3.383, -6.492, -2.367], [-3.883, -4.191, -1.606], [2.799, -1.844, -3.438], [4.737, -0.373, -2.957], [4.509, 1.421, -1.235], [2.335, 1.663, -0.046], [-2.812, -1.250, 2.644], [-1.715, -1.375, 3.715], [-1.988, -2.581, 4.627], [-1.767, -0.093, 4.561], [-0.025, -1.525, 2.912], [-0.090, -0.551, 1.557], [0.315, -3.229, 2.210], [0.649, -4.250, 3.306], [-0.943, -3.668, 1.440], [1.474, -3.193, 1.193], [1.367, -0.821, 3.939], [2.683, -1.086, 3.191], [1.419, -1.485, 5.323], [1.208, 0.709, 4.080], [-3.732, -0.954, 3.149], [-3.011, -2.178, 2.115], [-2.583, -0.475, 1.912], [-2.900, -2.372, 5.188], [-1.191, -2.742, 5.353], [-2.153, -3.503, 4.075], [-2.782, -0.008, 4.953], [-1.566, 0.805, 3.975], [-1.098, -0.123, 5.415], [-0.118, -4.331, 4.072], [1.602, -4.033, 3.785], [0.742, -5.229, 2.832], [-1.796, -3.843, 2.089], [-0.716, -4.614, 0.944], [-1.231, -2.946, 0.673], [2.449, -3.251, 1.665], [1.454, -2.307, 0.559], [1.374, -4.071, 0.552], [2.965, -2.136, 3.216], [3.470, -0.532, 3.704], [2.653, -0.740, 2.156], [1.552, -2.564, 5.268], [0.536, -1.276, 5.923], [2.279, -1.078, 5.857], [0.843, 1.186, 3.172], [2.194, 1.128, 4.286], [0.563, 0.991, 4.903], [-1.603, 1.660, -0.777], [-0.662, 2.719, -0.403], [0.050, 2.430, 0.758], [1.099, 3.224, 1.162], [1.415, 4.330, 0.390], [0.648, 4.669, -0.724], [-0.418, 3.865, -1.128], [2.942, 5.170, 0.810], [2.972, 5.078, 2.256], [2.795, 6.485, 0.240], [3.876, 4.280, 0.131], [-1.761, 1.603, -1.782], [-2.537, 1.758, -0.377], [-0.236, 1.583, 1.409], [1.689, 3.020, 2.049], [0.916, 5.560, -1.278], [-0.997, 4.103, -2.013]]
}

{
  "formula": "C4H10O2",
  "method": "ωB97M-V with the def2-TZVPD basis set",
  "e_above_lowest_ev": 6.4531,
  "energy_ev": -8399.09391,
  "e_homo_ev": -7.0,
  "max_force_ev_per_a": 0.56,
  "symbols": ["C", "O", "C", "C", "C", "O", "H", "H", "H", "H", "H", "H", "H", "H", "H", "H"],
  "xyz": [[-1.087, 2.210, -0.362], [-0.065, 1.389, 0.140], [-0.552, 0.127, 0.619], [0.591, -0.762, 0.983], [0.906, -2.134, -0.467], [1.635, -0.603, -0.131], [-1.642, 1.717, -1.176], [-1.806, 2.481, 0.426], [-0.625, 3.122, -0.748], [-1.186, -0.302, -0.183], [-1.193, 0.273, 1.501], [1.091, -0.401, 1.889], [1.380, -2.169, -1.463], [-0.170, -2.263, -0.570], [1.346, -2.877, 0.188], [1.379, 0.193, -0.647]]
}

{
  "formula": "C3H4FN",
  "method": "ωB97M-V with the def2-TZVPD basis set",
  "e_above_lowest_ev": 5.7455,
  "energy_ev": -7376.79046,
  "e_homo_ev": -8.1,
  "max_force_ev_per_a": 3.12,
  "symbols": ["C", "C", "C", "N", "F", "H", "H", "H", "H"],
  "xyz": [[-1.151, 1.337, -0.636], [0.769, -0.037, 0.138], [-0.084, -2.261, 0.201], [-0.118, 0.728, -0.191], [0.282, -2.468, 1.441], [-2.014, 1.564, -0.056], [-1.318, 1.374, -1.634], [1.685, 0.588, 0.332], [0.757, -2.578, -0.449]]
}

{
  "formula": "C21H41CrIN2Si4",
  "method": "ωB97M-V with the def2-TZVPD basis set",
  "energy_ev": -93458.30825,
  "s_squared": 6.05,
  "spin_multiplicity": 5,
  "e_homo_ev": [-6.5, -6.9],
  "max_force_ev_per_a": 2.04,
  "symbols": ["C", "C", "H", "H", "H", "H", "H", "H", "C", "C", "C", "C", "H", "H", "H", "H", "N", "C", "C", "N", "C", "C", "C", "H", "H", "C", "H", "H", "Cr", "I", "C", "Si", "C", "C", "Si", "Si", "C", "C", "C", "Si", "C", "C", "C", "H", "H", "H", "H", "H", "H", "H", "H", "H", "H", "H", "H", "H", "H", "H", "H", "H", "H", "H", "H", "H", "H", "H", "H", "H", "H", "H"],
  "xyz": [[-3.749, 1.623, -3.142], [-2.551, 2.096, -3.896], [-4.676, 1.687, -3.722], [-3.907, 2.183, -2.213], [-3.676, 0.561, -2.876], [-1.605, 1.689, -3.509], [-2.630, 1.847, -4.961], [-2.438, 3.182, -3.874], [-2.058, -3.419, 0.329], [-2.314, -4.556, 1.088], [-1.296, -5.500, 1.284], [-0.058, -5.289, 0.682], [-2.823, -2.667, 0.117], [-3.300, -4.693, 1.536], [-1.453, -6.384, 1.897], [0.778, -5.974, 0.833], [-0.832, -3.189, -0.212], [0.139, -4.157, -0.109], [1.366, -3.842, -0.818], [1.329, -2.635, -1.469], [2.385, -2.297, -2.251], [3.652, -4.218, -1.513], [3.558, -3.046, -2.279], [2.256, -1.404, -2.859], [4.409, -2.722, -2.872], [2.531, -4.610, -0.782], [2.559, -5.481, -0.136], [4.563, -4.812, -1.468], [-0.312, -1.525, -1.197], [-1.564, -1.840, -3.411], [-1.451, 4.057, -1.017], [-1.318, 2.986, 0.526], [-0.552, 4.117, 1.845], [-3.057, 2.587, 1.104], [-0.179, 0.925, 0.152], [2.016, 1.680, -0.234], [2.598, 3.165, 0.783], [3.287, 0.322, 0.077], [1.987, 2.163, -2.047], [-0.077, 0.046, 2.316], [0.595, 1.244, 3.604], [-1.790, -0.529, 2.820], [1.073, -1.448, 2.308], [-1.651, 5.095, -0.706], [-2.277, 3.745, -1.670], [-0.527, 4.062, -1.609], [-1.250, 4.960, 1.979], [-0.432, 3.627, 2.818], [0.419, 4.536, 1.548], [-3.614, 2.008, 0.356], [-3.065, 2.034, 2.048], [-3.590, 3.536, 1.265], [2.198, 3.157, 1.804], [3.699, 3.142, 0.846], [2.313, 4.110, 0.299], [2.917, -0.660, -0.242], [4.202, 0.540, -0.497], [3.562, 0.263, 1.139], [1.921, 1.269, -2.680], [1.136, 2.815, -2.279], [2.915, 2.697, -2.301], [-0.174, 1.942, 3.957], [0.924, 0.643, 4.466], [1.458, 1.817, 3.245], [-2.060, -1.447, 2.281], [-1.781, -0.752, 3.897], [-2.564, 0.220, 2.628], [0.790, -2.197, 1.556], [2.114, -1.156, 2.126], [1.004, -1.925, 3.297]]
}

{
  "formula": "C20H24CaF12N2O20S4",
  "method": "ωB97M-V with the def2-TZVPD basis set",
  "e_above_lowest_ev": 0.8804,
  "energy_ev": -159451.75579,
  "e_homo_ev": -9.4,
  "max_force_ev_per_a": 4.70,
  "symbols": ["Ca", "C", "F", "F", "F", "S", "O", "O", "N", "S", "O", "O", "C", "F", "F", "F", "C", "F", "F", "F", "S", "O", "O", "N", "S", "O", "O", "C", "F", "F", "F", "C", "C", "C", "O", "C", "O", "O", "H", "H", "H", "H", "H", "H", "C", "C", "C", "O", "C", "O", "O", "H", "H", "H", "H", "H", "H", "C", "C", "C", "O", "C", "O", "O", "H", "H", "H", "H", "H", "H", "C", "C", "C", "O", "C", "O", "O", "H", "H", "H", "H", "H", "H"],
  "xyz": [[8.150, -18.724, -13.371], [5.128, -16.412, -11.314], [4.052, -15.707, -11.617], [6.237, -15.734, -11.547], [5.068, -16.675, -10.013], [5.187, -17.968, -12.383], [3.889, -18.564, -12.269], [5.609, -17.513, -13.690], [6.494, -18.916, -11.779], [5.914, -19.934, -10.688], [4.900, -19.411, -9.790], [5.616, -21.238, -11.264], [7.445, -20.159, -9.565], [7.037, -20.680, -8.428], [8.331, -20.959, -10.133], [8.009, -18.989, -9.331], [10.818, -15.494, -13.768], [11.290, -14.384, -13.232], [11.105, -15.503, -15.059], [11.412, -16.555, -13.222], [8.948, -15.674, -13.436], [8.819, -16.457, -12.212], [8.466, -14.337, -13.415], [8.393, -16.847, -14.639], [7.840, -15.845, -15.719], [6.634, -15.133, -15.374], [8.862, -15.068, -16.373], [7.224, -17.080, -17.034], [6.805, -16.442, -18.127], [8.161, -17.970, -17.388], [6.188, -17.728, -16.500], [9.358, -25.463, -14.029], [8.249, -24.437, -13.821], [7.548, -24.493, -12.495], [7.330, -23.124, -12.196], [8.154, -22.368, -12.929], [8.254, -21.190, -12.893], [8.780, -23.122, -13.851], [10.042, -25.109, -14.803], [8.990, -26.437, -14.344], [9.989, -25.549, -13.142], [7.569, -24.496, -14.681], [8.187, -24.979, -11.752], [6.595, -25.017, -12.527], [12.046, -18.937, -8.161], [12.359, -18.536, -9.596], [13.142, -19.543, -10.437], [12.338, -19.765, -11.590], [11.184, -19.106, -11.473], [10.362, -19.064, -12.332], [11.109, -18.467, -10.304], [11.596, -19.929, -8.098], [11.315, -18.216, -7.796], [12.936, -18.952, -7.533], [12.826, -17.551, -9.607], [13.184, -20.504, -9.924], [14.112, -19.112, -10.671], [4.074, -23.602, -13.259], [4.114, -22.540, -14.325], [3.368, -21.214, -14.071], [4.350, -20.238, -14.360], [5.528, -20.799, -14.646], [6.523, -20.152, -14.761], [5.445, -22.116, -14.666], [4.689, -24.460, -13.551], [3.084, -24.008, -13.065], [4.541, -23.235, -12.341], [3.697, -22.944, -15.249], [2.923, -21.052, -13.091], [2.564, -21.110, -14.802], [11.483, -22.861, -16.800], [12.090, -21.495, -16.510], [11.830, -20.440, -17.615], [10.782, -19.644, -17.075], [10.535, -20.006, -15.822], [9.693, -19.527, -15.115], [11.447, -20.877, -15.389], [11.461, -23.449, -15.884], [12.073, -23.422, -17.525], [10.493, -22.727, -17.237], [13.174, -21.543, -16.419], [11.465, -20.890, -18.539], [12.666, -19.772, -17.820]]
}

{
  "formula": "C2H9NO",
  "method": "ωB97M-V with the def2-TZVPD basis set",
  "e_above_lowest_ev": 0.5306,
  "energy_ev": -5756.99255,
  "e_homo_ev": -9.6,
  "max_force_ev_per_a": 3.89,
  "smiles": "CCN.O",
  "symbols": ["C", "C", "N", "H", "H", "H", "H", "H", "H", "H", "O", "H", "H"],
  "xyz": [[1.068, -1.700, -0.503], [-0.060, -1.059, 0.243], [-0.717, 0.042, -0.451], [1.860, -1.066, -0.929], [1.563, -2.455, 0.098], [0.736, -2.186, -1.452], [-0.784, -1.692, 0.776], [0.538, -0.639, 1.115], [-0.257, 0.593, -1.159], [-1.570, -0.387, -0.789], [-0.372, 2.482, 0.714], [-0.757, 1.655, 0.351], [0.509, 2.332, 1.042]]
}

{
  "formula": "C5H10O5",
  "method": "ωB97M-V with the def2-TZVPD basis set",
  "e_above_lowest_ev": 2.1439,
  "energy_ev": -15583.02067,
  "e_homo_ev": -9.1,
  "max_force_ev_per_a": 4.35,
  "smiles": "C[C@]1(O)OC[C@@H](O)C1(O)O",
  "symbols": ["C", "C", "O", "O", "C", "C", "O", "C", "O", "O", "H", "H", "H", "H", "H", "H", "H", "H", "H", "H"],
  "xyz": [[-2.107, -0.679, 0.114], [-0.856, 0.104, 0.304], [-0.573, 0.765, 1.500], [-0.772, 0.969, -0.784], [0.574, 1.458, -1.041], [1.451, 0.334, -0.451], [1.962, 0.729, 0.817], [0.503, -0.877, -0.097], [-0.018, -1.710, -1.042], [0.984, -1.654, 0.951], [-1.921, -1.609, -0.487], [-2.855, -0.115, -0.310], [-2.513, -1.014, 1.003], [-1.012, 1.706, 1.398], [0.805, 2.323, -0.374], [0.735, 1.537, -2.079], [2.363, 0.156, -0.930], [1.184, 1.062, 1.302], [0.587, -2.405, -1.298], [1.478, -1.081, 1.504]]
}

{
  "formula": "CH3BrN2",
  "method": "ωB97M-V with the def2-TZVPD basis set",
  "e_above_lowest_ev": 4.8488,
  "energy_ev": -74101.48051,
  "e_homo_ev": [-9.7, -9.7],
  "max_force_ev_per_a": 5.16,
  "symbols": ["C", "N", "N", "Br", "H", "H", "H"],
  "xyz": [[-0.778, 0.071, 0.018], [-0.218, -1.164, 0.008], [1.721, -0.965, 0.004], [2.212, 0.642, 0.024], [-0.904, 0.644, -0.945], [-0.137, 0.910, 0.486], [-1.896, -0.138, 0.405]]
}